(1)
{"formula": "C49H72BrCl2N4P2SSi3Sn", "method": "ωB97M-V/def2-TZVPD", "symbols": ["Sn", "C", "Si", "C", "C", "N", "P", "C", "P", "N", "Si", "C", "C", "C", "C", "C", "C", "C", "C", "C", "C", "C", "C", "C", "C", "C", "C", "C", "C", "C", "C", "C", "C", "C", "C", "C", "C", "C", "H", "H", "H", "H", "H", "H", "H", "H", "H", "H", "H", "H", "H", "H", "H", "H", "H", "H", "H", "H", "H", "H", "H", "H", "H", "H", "H", "H", "H", "H", "H", "H", "H", "H", "H", "H", "H", "H", "Cl", "C", "C", "C", "C", "C", "Cl", "C", "S", "H", "H", "H", "C", "C", "C", "C", "Si", "Br", "C", "C", "C", "C", "C", "C", "C", "C", "H", "H", "H", "H", "H", "H", "H", "H", "H", "H", "H", "H", "H", "H", "H", "H", "H", "H", "H", "H", "H", "H", "H", "H", "H", "H", "H", "N", "N", "H", "H", "H", "H"], "positions_angstrom": [[0.57869, -1.70076, 0.41784], [-4.22299, -1.05486, -1.39354], [-2.91749, 0.01734, -0.56390], [-3.36602, 1.79379, -0.97622], [-3.12417, -0.23014, 1.28299], [-1.36339, -0.46679, -1.04345], [-0.15752, -0.14080, -2.02279], [1.15884, -1.16864, -1.73807], [1.09216, -2.77490, -2.29690], [0.84339, -3.77302, -1.06770], [1.16193, -5.42935, -0.82769], [0.49074, -5.95965, 0.83785], [0.33601, -6.54321, -2.09007], [2.99240, -5.84317, -0.75185], [-0.16600, -3.12389, -3.58820], [-1.47410, -3.32035, -3.13370], [-2.51137, -3.54945, -4.02376], [-2.25602, -3.58468, -5.38949], [-0.96649, -3.37563, -5.85509], [0.07061, -3.14007, -4.95893], [2.69396, -3.13802, -3.13503], [3.75170, -2.24430, -2.99962], [5.00248, -2.53908, -3.53284], [5.20491, -3.72321, -4.22659], [4.15177, -4.61867, -4.38345], [2.91192, -4.32660, -3.83595], [0.48948, 1.57977, -1.80428], [1.70778, 1.78838, -1.15927], [2.21269, 3.07206, -0.99204], [1.50457, 4.16853, -1.46222], [0.28515, 3.97575, -2.10136], [-0.20990, 2.69101, -2.27487], [-0.60245, -0.03951, -3.79912], [-1.91957, 0.03072, -4.22961], [-2.21611, 0.20497, -5.57902], [-1.19009, 0.31185, -6.50570], [0.13378, 0.23623, -6.08370], [0.42308, 0.05858, -4.74082], [-5.18914, -0.93860, -0.89086], [-3.93779, -2.11098, -1.34727], [-4.36984, -0.81225, -2.44957], [-4.17498, 2.13680, -0.32184], [-3.70063, 1.90840, -2.01263], [-2.51060, 2.45499, -0.82051], [-3.03600, 0.71920, 1.81586], [-2.35092, -0.90653, 1.65561], [-4.10087, -0.66000, 1.52671], [-0.59843, -6.04714, 0.85140], [0.79416, -5.24379, 1.60961], [0.90463, -6.93626, 1.10916], [-0.71067, -6.25504, -2.22578], [0.36289, -7.57802, -1.73351], [0.80944, -6.52096, -3.07385], [3.34329, -5.71464, 0.27659], [3.60311, -5.20208, -1.39251], [3.17109, -6.88426, -1.04132], [-1.67174, -3.27219, -2.06907], [-3.51984, -3.69010, -3.65407], [-3.06355, -3.76144, -6.08952], [-0.76618, -3.38295, -6.91955], [1.06635, -2.94708, -5.33788], [3.56853, -1.31725, -2.46677], [5.81717, -1.83658, -3.40648], [6.17784, -3.94969, -4.64595], [4.29822, -5.54505, -4.92546], [2.10223, -5.03503, -3.95926], [2.27346, 0.93485, -0.80268], [3.16219, 3.20977, -0.48993], [1.90152, 5.16962, -1.33848], [-0.27637, 4.82446, -2.47374], [-1.15479, 2.55753, -2.78950], [-2.72157, -0.06541, -3.50869], [-3.24872, 0.25223, -5.90271], [-1.41850, 0.44476, -7.55623], [0.93912, 0.30968, -6.80450], [1.45292, -0.00388, -4.40408], [3.54846, -2.44495, 0.55185], [3.49461, -2.47285, 2.29936], [4.09492, -3.56018, 2.91329], [4.08652, -3.65283, 4.29333], [3.46482, -2.65554, 5.02766], [2.86847, -1.58519, 4.38457], [2.11048, -0.38607, 5.40851], [2.85995, -1.41929, 2.98285], [2.11783, -0.03996, 2.20762], [4.56172, -4.32053, 2.30136], [4.55207, -4.49371, 4.79013], [3.43184, -2.69875, 6.10809], [2.11234, 4.37271, 2.35082], [1.16321, 4.31092, 3.56114], [1.29712, 5.61537, 4.36475], [1.68440, 3.15708, 4.43286], [-0.64666, 4.00470, 3.01983], [-0.53721, 2.46586, 1.38940], [-1.72940, 3.20648, 4.38612], [-1.36080, 1.72778, 4.61302], [-1.58494, 3.95721, 5.72277], [-3.21319, 3.21077, 3.99020], [-1.46557, 5.54317, 2.20789], [-1.95514, 6.54903, 3.26488], [-0.47302, 6.25837, 1.27836], [-2.66272, 5.16594, 1.31788], [3.12294, 4.58529, 2.72152], [1.85367, 5.14494, 1.62882], [2.14908, 3.41723, 1.82742], [2.33472, 5.70745, 4.70701], [0.66020, 5.63140, 5.25205], [1.06984, 6.50309, 3.77590], [2.74103, 3.34651, 4.65819], [1.63681, 2.19577, 3.91537], [1.16085, 3.07291, 5.38487], [-0.31731, 1.56064, 4.86275], [-1.58236, 1.11943, 3.73524], [-1.96862, 1.35022, 5.44479], [-0.57128, 3.90595, 6.12035], [-2.24645, 3.49303, 6.46422], [-1.86170, 5.01008, 5.65158], [-3.37718, 2.76669, 3.00690], [-3.64859, 4.21023, 3.99357], [-3.76902, 2.60828, 4.71840], [-1.17305, 6.85803, 3.96026], [-2.78566, 6.15573, 3.85116], [-2.31751, 7.45125, 2.75713], [0.36287, 6.71016, 1.80983], [-1.00368, 7.06497, 0.75661], [-0.07502, 5.58272, 0.51843], [-3.44910, 4.63397, 1.84587], [-2.35460, 4.55096, 0.47107], [-3.09885, 6.09072, 0.91936], [-3.57025, -3.99659, 1.06525], [-2.13648, -3.68236, 1.01595], [-3.96511, -3.48657, 0.27835], [-3.90623, -3.45828, 1.86134], [-1.78193, -4.08529, 0.15229], [-1.71351, -4.25943, 1.73692]], "forces_ev_per_angstrom": [[-0.293, -0.291, -0.247], [-0.169, -0.166, -0.085], [0.095, -0.077, -0.020], [-0.050, 0.174, -0.043], [0.024, -0.001, 0.134], [0.061, 0.261, 0.042], [0.251, 0.534, -0.088], [-0.352, -0.382, 0.312], [0.432, -0.046, -0.096], [0.056, 0.088, -0.120], [0.059, 0.124, 0.120], [-0.076, 0.028, 0.166], [-0.112, -0.081, -0.154], [0.200, -0.005, -0.039], [-0.144, 0.009, 0.111], [0.089, -0.044, -0.010], [0.061, 0.011, -0.018], [0.010, 0.006, 0.040], [0.027, 0.023, 0.082], [-0.014, 0.007, -0.015], [-0.104, -0.162, -0.078], [-0.030, 0.002, 0.018], [-0.051, -0.003, 0.002], [-0.050, -0.010, 0.018], [0.004, 0.086, 0.036], [-0.028, 0.036, -0.025], [-0.013, -0.052, 0.016], [0.043, -0.065, -0.108], [-0.059, -0.013, -0.036], [-0.038, -0.040, -0.010], [0.047, -0.062, 0.021], [-0.071, -0.037, -0.001], [-0.020, 0.077, 0.002], [-0.011, -0.059, -0.046], [0.086, -0.017, 0.032], [-0.007, -0.015, 0.045], [-0.029, -0.003, 0.051], [0.009, 0.131, 0.010], [0.015, -0.018, -0.032], [-0.011, 0.037, -0.002], [-0.004, -0.013, 0.035], [-0.003, -0.002, -0.052], [0.035, -0.008, 0.024], [-0.069, -0.012, 0.037], [0.038, -0.031, 0.013], [-0.036, -0.032, 0.026], [0.013, 0.015, -0.016], [0.026, -0.003, 0.006], [-0.033, -0.031, -0.002], [-0.013, 0.033, -0.010], [0.017, -0.034, 0.011], [-0.017, 0.011, -0.032], [-0.003, 0.003, 0.005], [0.026, 0.010, -0.042], [-0.043, -0.067, 0.053], [0.006, 0.023, 0.032], [0.018, -0.005, -0.003], [0.001, 0.000, 0.006], [-0.002, -0.003, 0.000], [0.008, 0.010, 0.001], [0.028, -0.034, 0.009], [0.016, -0.006, 0.002], [0.001, -0.005, -0.002], [-0.006, 0.001, 0.005], [0.005, 0.003, 0.004], [-0.037, -0.003, 0.011], [-0.036, -0.005, 0.009], [0.008, 0.000, 0.006], [-0.003, -0.002, 0.016], [0.000, 0.003, -0.001], [0.001, -0.035, -0.026], [0.033, 0.020, 0.003], [-0.007, -0.003, 0.001], [-0.001, 0.008, -0.002], [0.001, 0.004, -0.001], [-0.002, 0.003, -0.005], [0.172, 0.065, 0.065], [0.003, -0.039, -0.183], [-0.040, 0.048, 0.006], [-0.003, -0.011, -0.008], [-0.037, 0.044, 0.044], [-0.007, 0.086, 0.066], [0.066, -0.091, -0.121], [-0.175, 0.160, 0.091], [0.248, -0.125, -0.119], [-0.010, 0.016, 0.000], [-0.008, 0.009, 0.005], [0.001, -0.002, -0.012], [0.048, 0.020, 0.078], [0.084, 0.015, 0.026], [0.062, -0.039, 0.049], [0.029, -0.007, -0.043], [-0.011, -0.150, -0.040], [-0.030, 0.037, 0.015], [0.003, -0.016, 0.085], [-0.044, 0.008, 0.003], [-0.038, -0.082, 0.009], [-0.038, -0.006, 0.080], [-0.042, 0.071, -0.022], [0.001, 0.019, -0.047], [-0.044, 0.049, -0.047], [0.028, 0.040, -0.048], [-0.022, 0.000, -0.019], [-0.014, 0.004, -0.011], [-0.028, 0.010, 0.026], [-0.025, 0.018, 0.002], [-0.003, -0.020, -0.005], [-0.005, 0.027, -0.052], [-0.026, -0.017, 0.001], [-0.016, 0.028, 0.017], [-0.003, -0.005, 0.013], [0.073, 0.023, 0.001], [0.005, 0.025, 0.008], [0.019, -0.008, -0.027], [-0.008, -0.023, -0.012], [0.005, 0.021, -0.018], [-0.024, 0.040, -0.043], [0.026, -0.036, -0.002], [0.000, 0.027, -0.016], [-0.007, 0.029, -0.016], [0.036, -0.015, -0.016], [-0.013, -0.025, 0.013], [0.009, -0.018, 0.011], [0.021, 0.003, 0.037], [0.024, -0.014, 0.018], [-0.009, -0.025, 0.009], [-0.028, -0.014, 0.043], [0.015, 0.000, 0.029], [0.007, -0.033, -0.003], [0.008, 0.073, -0.009], [-0.052, 0.050, 0.027], [0.001, -0.040, 0.020], [0.002, -0.030, -0.029], [-0.008, -0.001, -0.020], [0.021, 0.020, -0.020]], "total_charge": -1, "e_homo_ev": -4.25, "homo_lumo_gap_ev": 6.621, "lumo_ev": 2.37}



(2)
{"formula": "C4H8N2OP", "method": "ωB97M-V/def2-TZVPD", "symbols": ["C", "C", "C", "C", "N", "N", "O", "P", "H", "H", "H", "H", "H", "H", "H", "H"], "positions_angstrom": [[0.52242, 1.14012, -0.70308], [-0.37503, 0.94006, 0.61785], [0.35922, -0.96541, -1.74837], [-0.39322, -1.79516, -2.18285], [1.07197, -0.14512, -0.98945], [0.26872, -0.03775, 1.52342], [1.71866, -2.34490, 0.23198], [1.83399, -0.77025, 0.37471], [-0.15962, 1.51863, -1.39954], [1.17771, 1.89431, -0.32582], [-0.30830, 2.00077, 1.16566], [-1.31009, 0.63538, 0.19609], [1.51676, -2.77736, -0.61548], [-0.78972, -2.45581, -2.88341], [0.63755, 0.23986, 2.42836], [-0.29671, -0.85166, 1.51368]], "forces_ev_per_angstrom": [[-1.178, 0.080, 3.625], [1.713, 3.668, 0.551], [-0.470, -0.499, 0.055], [0.506, 0.297, -0.272], [0.242, 0.823, -0.099], [-1.381, 1.804, -0.916], [-0.029, -0.421, 0.421], [2.544, -2.034, -0.601], [-0.450, 0.426, -1.509], [1.422, 0.286, -0.853], [-1.023, -2.377, -1.219], [-0.913, -0.334, 0.913], [0.384, 0.227, -0.246], [-0.675, -0.748, -0.564], [-0.388, 0.073, -0.050], [-0.304, -1.272, 0.763]], "total_charge": 1, "e_homo_ev": [-10.07, -13.57], "homo_lumo_gap_ev": [6.859, 5.656], "multiplicity": 3, "lumo_ev": [-3.21, -7.92]}